Density functional theory data (the ωB97M-V functional and the def2-TZVPD basis) for a structure of composition C56H53N5O5S3TeV at a distorted geometry.

For the electronic energy, the calculation gives -5222.300668 hartree. As for the spin multiplicity: 4. Its expectation value of S² is 3.804. Its charge is 0. The calculation puts the max |F| at 3.059 eV/Å. The calculation puts the frontier orbital gap (alpha / beta) at 5.816 / 5.094 eV.

Cartesian coordinates (Å):
1 Te 1.882 -2.210 -0.988
2 V 1.360 0.499 1.588
3 S -3.313 4.693 1.787
4 S -0.403 -0.472 0.460
5 S -0.662 2.108 0.066
6 O -2.812 5.993 2.131
7 O 3.855 -2.468 1.186
8 O 4.171 3.000 -0.722
9 O -4.391 4.178 2.587
10 O 1.620 0.949 5.596
11 N 2.211 1.954 -0.379
12 N 2.353 -0.826 1.609
13 N 2.642 1.711 2.265
14 N 0.841 0.457 3.526
15 N -2.066 3.593 1.744
16 C 3.617 2.278 1.522
17 C -3.361 1.271 3.613
18 C -0.152 -2.844 -1.208
19 C 3.322 2.358 0.108
20 C 2.764 1.800 3.626
21 C -1.495 -0.075 4.293
22 C 3.549 2.987 -2.003
23 C -4.289 -1.377 0.689
24 C 2.358 -4.883 -4.494
25 C -4.119 -4.392 -1.658
26 C -3.688 4.607 0.021
27 C -4.324 -2.352 1.672
28 C -1.927 -1.134 1.016
29 C -0.977 -2.321 -2.200
30 C 3.384 -1.597 1.910
31 C -0.521 -1.229 -3.115
32 C -2.752 -3.804 -1.482
33 C -0.008 -0.311 4.423
34 C 1.178 4.614 -0.560
35 C 3.246 -4.643 -6.828
36 C -4.603 5.253 -0.774
37 C -4.227 0.402 4.252
38 C -2.762 3.722 -0.510
39 C -1.998 1.035 3.635
40 C 0.420 5.772 -0.555
41 C -3.731 -0.706 4.917
42 C 4.748 2.846 2.071
43 C 2.088 -4.396 -3.224
44 C 1.193 3.773 -1.666
45 C 0.456 0.166 5.830
46 C 2.403 -3.074 -2.905
47 C -2.741 3.453 -1.870
48 C -0.303 5.292 -2.784
49 C -1.942 -4.244 -0.445
50 C -4.567 5.005 -2.143
51 C 0.173 -4.187 0.892
52 C 3.352 -2.813 -5.106
53 C 1.507 -5.339 -2.223
54 C -2.368 -0.940 4.943
55 C 2.970 -4.102 -5.458
56 C 0.442 4.123 -2.781
57 C 4.034 -1.305 3.268
58 C 4.883 2.900 3.470
59 C -3.164 -2.699 2.343
60 C 2.092 2.547 -1.698
61 C 3.551 -0.915 -3.494
62 C -1.972 -2.073 2.038
63 C 1.723 1.096 4.263
64 C -1.876 3.184 0.532
65 C -2.271 -2.814 -2.322
66 C -0.655 -3.760 -0.284
67 C -3.649 4.115 -2.680
68 C -0.315 6.119 -1.674
69 C 3.859 2.409 4.246
70 C 3.084 -2.297 -3.848
71 C -3.091 -0.787 0.339
72 H 1.623 -6.369 -2.551
73 H -0.885 5.557 -3.655
74 H 4.109 -0.470 -4.315
75 H 3.874 -2.207 -5.833
76 H 0.599 -3.311 1.389
77 H -4.505 -4.186 -2.652
78 H 1.743 4.355 0.324
79 H -4.403 -1.378 5.429
80 H 4.675 -2.136 3.548
81 H 5.763 3.330 3.922
82 H 0.256 -0.639 -2.627
83 H -0.108 -1.639 -4.038
84 H -4.806 -3.974 -0.922
85 H -3.036 -0.074 -0.467
86 H 2.023 -5.207 -1.273
87 H -0.891 7.033 -1.680
88 H -3.193 -3.461 3.107
89 H 1.004 -4.820 0.575
90 H -1.353 -0.573 -3.364
91 H 4.197 -0.958 -2.615
92 H 0.397 6.398 0.324
93 H 4.318 -4.685 -7.014
94 H 4.075 2.265 -2.636
95 H 3.611 3.988 -2.431
96 H -2.323 -4.980 0.251
97 H -5.195 -1.089 0.178
98 H 5.497 3.266 1.420
99 H 0.704 -0.640 6.523
100 H 2.837 -5.645 -6.937
101 H 3.288 -1.114 4.038
102 H -0.314 0.801 6.283
103 H -5.287 0.600 4.231
104 H 0.213 -1.380 4.272
105 H -4.081 -5.470 -1.509
106 H -0.435 -4.740 1.607
107 H 3.876 2.468 5.323
108 H -1.973 -1.797 5.473
109 H -2.030 2.751 -2.280
110 H -3.745 2.156 3.133
111 H 1.710 1.825 -2.419
112 H 0.432 3.477 -3.647
113 H 2.094 -5.905 -4.731
114 H -2.913 -2.412 -3.096
115 H -5.257 5.515 -2.798
116 H -1.334 1.737 3.146
117 H 0.446 -5.147 -2.076
118 H -5.324 5.937 -0.355
119 H -5.251 -2.851 1.906
120 H 4.650 -0.413 3.144
121 H 2.800 -4.003 -7.587
122 H 2.702 -0.273 -3.253
123 H -3.648 3.925 -3.745
124 H -1.058 -2.316 2.557